81
Properties=species:S:1:pos:R:3:forces:R:3 method="wB97M-V/def2-TZVPD" total_energy_ha=-3879.7363 homo_lumo_gap_ha="0.255 / 0.268" max_force_ev_per_a=1.0 s2=6.012 lumo_energy_ev="1.59 / 1.59" total_charge=-1 multiplicity=5
Fe 0.77940 0.33478 -0.95985 0.30 0.20 -0.24
O 3.96058 1.71058 -3.48252 -0.33 -0.17 0.30
C 3.06380 1.49511 -2.66401 0.16 -0.15 -0.02
O 2.83763 0.46278 -1.94855 -0.05 0.09 -0.49
C 2.10196 2.64653 -2.35746 0.05 -0.06 0.22
C 2.10617 3.87588 -2.99308 0.00 0.18 -0.05
C 1.25591 4.86645 -2.51938 0.02 -0.01 -0.01
C 0.44660 4.61724 -1.41521 0.02 0.23 -0.04
C 0.48787 3.35623 -0.85771 0.07 -0.15 0.07
N 1.28518 2.41051 -1.33628 -0.15 -0.07 -0.42
C -0.34432 2.89407 0.32390 -0.21 0.04 0.16
O -1.04179 3.73746 0.91112 0.01 -0.25 -0.16
O -0.24034 1.65564 0.57858 -0.10 0.03 -0.12
H 2.77326 4.02769 -3.83162 -0.01 -0.01 0.06
H 1.23219 5.83777 -2.99970 0.01 -0.02 0.01
H -0.20379 5.36845 -0.98429 0.03 -0.06 -0.05
C 4.65871 1.07921 0.77012 0.01 -0.18 -0.16
Sb 2.70031 0.23570 1.00484 0.39 0.25 0.87
C 2.18173 1.73257 2.45894 -0.08 -0.02 -0.02
C 3.26951 -1.28076 2.52294 -0.22 0.05 -0.12
C 2.60085 -1.07801 3.84927 -0.01 -0.10 -0.02
C 3.27275 -0.35492 4.84034 0.01 0.01 -0.06
C 2.69970 -0.07665 6.07164 -0.03 -0.02 -0.02
C 1.41725 -0.53423 6.34438 0.03 -0.01 -0.07
C 0.74411 -1.27594 5.38497 -0.02 -0.01 -0.06
C 1.30743 -1.56932 4.13778 0.04 -0.06 -0.03
C 0.51985 -2.40045 3.16705 0.17 0.21 -0.11
Sb -0.55419 -1.27201 1.61401 -0.31 -0.17 0.36
C -1.89099 -0.31764 3.00681 0.05 0.03 -0.01
C -1.81730 -2.99569 1.25902 0.01 0.01 -0.14
H 5.10556 1.21141 1.75691 0.01 0.01 -0.05
H 4.54568 2.04833 0.28105 0.02 -0.05 0.02
H 5.28930 0.44655 0.14299 -0.07 0.07 0.05
H 2.95231 1.77243 3.22995 -0.06 0.04 -0.03
H 1.21023 1.52372 2.91395 0.12 0.03 -0.06
H 2.12154 2.69518 1.94446 -0.01 -0.08 0.03
H 4.35212 -1.16977 2.60433 -0.04 -0.06 0.07
H 3.05104 -2.25461 2.08081 0.03 0.05 0.07
H 4.27633 0.00578 4.62419 -0.10 -0.04 0.02
H 3.24983 0.49359 6.81257 -0.03 -0.04 -0.06
H 0.94882 -0.32550 7.29947 0.01 -0.01 -0.05
H -0.25390 -1.65057 5.60187 0.10 0.03 -0.03
H -0.26209 -2.96290 3.67949 0.07 -0.02 0.05
H 1.15111 -3.10399 2.61554 -0.05 0.04 0.10
H -2.55555 -1.05377 3.46772 0.06 0.09 -0.01
H -2.46954 0.43823 2.47014 0.05 -0.08 0.08
H -1.29635 0.18222 3.77842 -0.10 -0.05 -0.10
H -2.44601 -3.17123 2.13598 0.06 -0.02 -0.09
H -1.17567 -3.86554 1.08339 -0.10 0.11 0.02
H -2.44867 -2.84560 0.37767 0.09 -0.04 0.15
N -3.71664 4.40853 -0.21325 0.02 -0.15 -0.02
C -4.52541 3.39989 -0.62153 -0.12 0.00 -0.04
O -5.73404 3.51251 -0.77582 0.24 0.05 0.07
C -3.83772 2.08782 -0.87490 -0.03 0.09 0.03
C -4.48321 0.91837 -0.50603 -0.11 0.01 0.07
C -3.83501 -0.28553 -0.69453 0.02 -0.08 -0.02
C -2.55625 -0.27374 -1.23609 0.14 0.15 -0.14
N -1.91433 0.84116 -1.60282 -0.49 -0.13 0.13
C -2.57672 1.99211 -1.44284 0.34 -0.10 0.02
H -4.17795 5.25473 0.07240 -0.05 0.05 -0.02
H -2.79761 4.21443 0.18233 0.07 -0.05 -0.01
H -5.47367 0.97790 -0.07070 0.03 -0.02 -0.04
H -4.30296 -1.22326 -0.42007 0.05 0.03 -0.01
H -2.02333 -1.20762 -1.38698 0.03 0.06 0.03
H -2.06490 2.88860 -1.78012 0.00 -0.03 0.05
O 0.33825 -0.56510 -2.98206 -0.13 0.30 0.00
C 0.22552 -1.69076 -2.46492 0.05 -0.08 -0.09
O 0.49378 -1.91579 -1.25358 0.02 0.18 0.25
C -0.32128 -2.82428 -3.29001 0.05 0.02 -0.02
C -0.53961 -4.06449 -2.71062 -0.01 -0.15 0.10
C -1.08512 -5.10268 -3.45497 0.01 -0.02 0.05
C -1.41551 -4.90408 -4.78393 -0.04 -0.06 -0.14
C -1.19034 -3.65810 -5.34474 -0.03 0.03 0.01
C -0.65090 -2.61319 -4.62066 0.00 0.17 -0.21
N -1.55347 -3.44198 -6.76700 0.16 -0.14 0.42
O -2.00923 -4.37845 -7.38498 -0.22 -0.54 -0.12
O -1.37187 -2.34956 -7.24084 0.14 0.64 -0.08
H -0.27672 -4.19904 -1.66716 -0.01 0.03 -0.09
H -1.25537 -6.06959 -2.99790 0.01 0.03 -0.02
H -1.83932 -5.68853 -5.39225 -0.02 -0.03 0.01
H -0.48527 -1.64330 -5.07037 -0.01 -0.04 0.04